# 1
120
Properties=species:S:1:pos:R:3:forces:R:3 method="wB97M-V/def2-TZVPD" homo_ev=-10.49 gap_ha=0.3665 charge=0
O 1.927752 0.703474 3.218329 -0.03 -0.47 -0.20
O -3.452700 1.105766 -1.263725 0.39 -0.67 -0.22
O 4.867549 -0.373126 2.172094 0.33 0.26 0.28
O -1.404794 -0.391367 3.542364 -0.87 0.35 -0.34
O -1.744174 3.612688 1.261423 -0.23 -1.38 1.30
O -5.364511 3.293771 -1.364757 0.15 0.93 0.92
O -2.352473 -4.573594 1.517270 -1.64 -0.36 -2.97
O 2.596993 -0.679984 5.757263 0.95 -1.60 -0.46
O -1.045838 -4.279982 -4.879413 -0.23 -0.31 -0.32
O 4.147498 1.286380 0.210980 -0.46 -0.19 -0.58
O 5.151328 2.428077 2.292002 -1.67 0.74 0.18
O -1.055121 5.799341 0.075317 0.13 -0.46 1.23
O -4.026979 -4.364120 -0.783440 -0.84 -0.36 0.64
O 1.471362 -0.876231 -1.068537 -2.64 1.93 -1.79
O -1.974336 -3.116715 3.353359 -1.56 -2.57 0.93
O 1.898976 1.857516 -0.698083 1.37 -0.71 -1.05
O 4.654970 -1.259704 -3.209816 0.50 0.71 1.15
O 4.862199 -3.812716 -0.993937 0.29 0.50 0.04
O 3.805899 -3.871849 4.060843 0.70 -0.44 0.58
O -3.287761 0.296056 -4.216960 0.58 0.25 -0.65
O 1.156790 -5.032923 4.136777 -0.09 0.28 1.47
O -1.994467 -5.245581 -2.401728 1.09 1.24 -0.02
O 0.855757 0.372196 -4.837169 -0.08 0.73 -0.18
O -4.564756 -1.819922 -2.919952 -0.40 0.00 -1.16
O -2.925056 3.175054 -4.524832 0.01 1.29 0.16
O 1.309203 3.550357 3.954135 0.87 0.82 0.06
O -3.277760 -1.908063 -0.259542 0.27 1.10 0.61
O 4.956279 1.616603 -2.597515 -0.95 -0.14 -0.61
O 1.284902 -5.180374 -2.845565 0.72 -0.11 0.39
O -0.482970 -1.760001 1.376068 -0.15 2.13 0.17
O -3.733765 3.213854 2.927267 -0.09 0.31 0.10
O 0.438360 3.422394 -4.843193 -0.45 0.54 -0.28
O 1.062750 4.852814 1.353828 -1.18 1.09 -0.78
O -5.576312 -0.391668 1.741362 0.05 0.38 0.02
O 2.054202 -2.134695 -3.319699 1.24 -0.58 0.39
O 2.376500 -4.723940 0.976015 -0.25 -0.83 -0.06
O -1.224112 2.134812 -1.888096 0.93 0.67 -0.14
O 3.581821 4.878611 1.949110 0.52 0.11 1.11
O -0.828970 2.284926 3.420411 -1.92 -1.02 0.77
O -3.527853 5.608759 -1.568626 -1.70 -2.45 -0.77
H -1.308978 2.400337 -0.968259 -0.31 -0.61 0.46
H 3.641882 1.043417 -0.587924 0.63 -0.11 0.51
H -1.240191 -4.988104 -4.242190 -0.08 0.36 0.06
H -0.612313 6.098119 -0.691559 0.03 0.81 -1.49
H 2.081637 -1.131069 -0.447706 2.32 -1.33 1.90
H 3.310771 -3.159175 3.665942 -0.46 -0.11 -0.35
H 1.538403 -5.096410 0.654252 0.22 0.53 0.04
H 1.216437 2.416643 -0.406066 -1.53 1.01 0.17
H -4.418547 5.138626 -1.510095 0.09 1.66 1.12
H 4.539916 0.199620 1.434400 -0.01 -0.89 0.46
H 0.361068 0.441045 -4.013017 0.00 -0.59 -0.04
H -5.089343 -1.172765 2.003143 0.14 -0.29 0.02
H 4.583878 -0.731262 -2.387826 -0.44 -0.21 -0.53
H -4.920702 0.129824 1.262598 -0.22 -0.11 -0.06
H 2.388490 0.186448 5.444118 -0.51 0.64 0.85
H -2.815846 -4.788271 2.310472 0.77 0.00 1.04
H 4.528049 -4.637508 -1.355361 -0.33 0.05 0.33
H 0.676893 -5.384511 -2.124749 -0.21 0.15 -0.35
H 5.410028 2.524871 3.204555 0.88 -0.28 0.01
H 1.708750 1.447822 -1.557177 -0.72 0.08 0.63
H -5.173360 -2.327631 -3.468724 -0.24 -0.58 0.56
H -0.216910 -3.877673 -4.631775 0.10 0.30 -0.01
H 2.182933 -0.995665 6.564234 -0.30 0.84 -0.12
H -4.112435 -4.212885 0.171048 0.97 0.22 -0.05
H -1.264066 2.992976 -2.312716 -0.05 0.11 -0.69
H -3.301259 2.376698 2.730349 -0.02 -0.10 0.16
H 0.509704 5.565585 0.943998 0.97 -0.60 0.28
H -3.273907 3.554966 3.706684 -0.16 -0.21 -0.06
H 3.522032 -4.719832 3.695572 -0.28 0.57 -0.14
H -5.359964 3.260198 -2.310401 -0.03 -0.53 -0.79
H 2.371464 -0.130575 3.439841 -0.02 0.28 -0.15
H 2.202649 -3.083717 -3.327377 -0.93 -0.86 -0.18
H 5.581807 1.779404 -1.913222 0.92 0.22 0.90
H 0.348191 4.514905 1.895373 0.02 -0.73 0.50
H 3.364617 4.864948 1.016850 0.00 -0.42 0.03
H -2.653742 3.905638 1.463200 0.45 0.16 -0.74
H -1.650442 -2.407281 2.839268 1.15 1.44 0.26
H 5.590278 -1.072941 -3.354362 0.03 -0.42 -0.61
H -4.327476 -1.178645 -3.615662 0.62 0.44 0.84
H -3.086550 1.212376 -3.966776 -0.19 -0.14 -0.12
H 4.385253 -1.193130 2.278670 -0.12 0.02 -0.47
H -2.379544 3.955576 -4.719520 0.73 -0.68 -0.17
H 1.969413 4.056392 3.439588 -0.01 -0.27 -0.12
H 4.171687 4.138210 2.181181 -0.09 0.09 -0.81
H -1.153738 3.042602 2.936764 0.32 0.22 -0.65
H 0.113775 2.283327 3.395270 1.01 0.49 -0.26
H 4.346135 -3.563707 -0.213594 -0.08 -0.59 -0.34
H 0.604886 3.654781 -3.923436 0.23 -0.65 -0.20
H -1.882798 -3.147161 4.297687 0.51 1.30 0.18
H 0.310202 -1.238339 1.170733 0.31 -0.85 -0.48
H -1.413385 -4.662587 1.507639 0.59 -0.07 0.94
H 0.534952 2.473547 -5.014032 0.22 0.04 0.47
H -0.955453 -0.949889 1.722220 0.01 -1.47 -0.09
H -1.983181 -4.308667 -2.115823 0.67 -0.27 -0.43
H 2.759197 -5.510955 1.394813 0.14 0.39 -0.01
H 2.970796 -1.991575 -2.979249 -0.33 1.01 -0.70
H 1.458544 -1.434012 -1.859230 0.36 -0.52 0.11
H -3.300988 4.784766 -2.051126 1.64 0.68 -0.10
H 3.394587 1.649145 0.705393 0.45 0.19 0.24
H -2.923501 -2.468504 0.443499 0.11 -0.14 -0.39
H -2.862776 -5.376224 -2.066113 -1.34 -1.02 0.48
H -1.995289 5.973075 0.060972 -0.40 0.35 -0.69
H 0.784787 -4.751930 -3.536835 -0.41 -0.25 0.04
H 0.825792 4.243093 4.421785 -0.02 -0.24 0.07
H -1.269955 3.931117 0.506958 -0.40 1.14 -0.51
H 5.846211 2.333012 1.654704 0.86 -0.13 0.16
H -3.756116 3.654224 -4.453930 -0.67 -0.51 0.00
H 1.739071 1.115466 4.061076 -0.02 0.48 0.05
H -2.818686 0.196826 -5.066149 -0.28 -0.01 0.50
H -3.736214 -2.442358 -0.911739 -0.10 -0.15 -0.12
H 1.505625 -4.625721 4.960283 0.34 -0.11 -0.95
H 0.307941 -5.320937 4.493894 -0.24 -0.24 -0.57
H -4.563986 2.840233 -1.059423 -0.12 -0.54 -0.32
H -3.550330 0.332064 -0.693746 -0.30 -0.29 -0.01
H 0.885647 -0.546008 -5.126507 -0.03 0.03 0.44
H -0.625059 -0.021035 3.949816 0.45 0.10 0.11
H 4.155534 2.025441 -2.243694 0.07 0.10 -0.26
H -4.766801 -4.960947 -0.854735 -0.60 -0.47 -0.81
H -2.782336 0.770554 -1.903745 -0.66 0.56 0.64
H -1.800123 0.404791 3.145098 0.26 -0.15 0.45

***

# 2
120
Properties=species:S:1:pos:R:3:forces:R:3 method="wB97M-V/def2-TZVPD" homo_ev=-10.42 gap_ha=0.3618 charge=0
O -6.035809 -3.060253 1.113090 1.37 -0.24 -2.34
O -1.336580 -2.224582 -4.528234 -1.49 -0.07 -0.36
O -3.479801 4.132473 3.417213 -0.44 -1.04 1.37
O 1.697425 0.871592 -2.798809 1.34 1.07 0.00
O -3.018743 -2.112470 2.057138 0.62 1.72 -0.32
O 2.889191 -4.103986 2.463022 0.63 0.78 -0.27
O 2.269839 -3.849977 -3.186701 -0.23 2.30 0.13
O -1.222597 0.200728 -3.377050 0.20 -1.44 -1.60
O -1.154747 -6.370031 -0.470072 -2.80 -0.59 2.35
O 0.173209 -5.371344 -2.333936 1.45 0.23 -0.96
O 1.854986 -2.266388 -0.710776 -0.92 -0.27 1.49
O 3.417833 -4.960106 -0.822493 -0.10 -0.60 0.27
O -4.252703 0.146021 3.658708 1.79 0.49 1.46
O 1.924146 4.791921 2.116930 -0.70 0.64 1.66
O 1.350389 4.188591 -1.180134 2.24 0.32 0.53
O 0.379085 3.050608 4.120610 -1.16 1.31 -0.73
O -1.415066 -5.580806 2.711050 -1.30 0.76 -2.63
O -2.352923 1.994223 5.378262 -1.20 1.70 -0.23
O -2.921649 -0.089567 -6.176442 -0.57 0.89 2.01
O -0.335860 -3.689958 0.334009 0.61 1.80 0.20
O 3.389989 -1.545462 -5.335063 -2.32 -0.12 1.51
O -0.726289 3.947295 1.865289 0.35 -2.11 0.49
O 2.755158 2.449273 -0.293367 0.96 -3.15 -0.69
O 2.345326 0.690907 2.741222 1.66 1.70 -3.18
O -0.562745 1.287506 -0.850783 -0.93 -1.02 0.74
O -2.371168 -1.490623 -1.709412 -1.72 0.48 0.47
O 3.535542 2.135710 -4.364151 2.57 -3.54 0.50
O 4.591505 0.378332 0.570807 0.22 3.16 -0.65
O -5.532714 -0.618301 -1.470705 -2.16 -0.42 3.69
O 5.064544 2.380683 2.474036 -0.24 0.73 0.13
O 0.116361 1.981580 -6.327125 -1.71 1.95 2.61
O -1.249191 6.051606 -1.512231 0.12 0.87 0.58
O 6.434972 0.181628 -2.066987 0.16 1.40 2.40
O -0.439793 -1.616880 4.030725 1.78 0.68 -1.07
O -3.135992 1.713697 -2.112861 -2.30 1.07 -2.14
O -0.727058 1.082258 3.129973 -0.82 -1.59 0.30
O -3.520359 1.776271 1.975384 0.72 0.74 0.47
O 0.387765 -0.545184 1.537461 0.04 -3.61 -0.95
O -2.326416 3.435073 -0.348955 -0.21 0.37 -0.76
O 1.538210 0.040572 5.355717 1.45 3.75 -0.09
H 2.065608 -1.320581 -0.633276 -0.48 -0.62 0.24
H 1.042607 5.081334 -1.271456 -1.76 -0.21 -0.50
H -3.615816 1.762673 1.034224 0.00 0.21 -0.98
H -2.521460 -2.548540 2.758744 0.11 0.19 0.06
H 0.138770 0.847079 -1.361792 -0.37 -0.22 -0.09
H 6.327959 0.793904 -1.248209 0.08 -1.63 -2.21
H 4.744485 2.209120 1.588889 -0.33 0.26 -0.65
H -1.179100 -6.111915 -1.359676 -0.44 0.73 -2.10
H -2.379435 1.341880 -1.773312 2.58 -1.26 0.84
H -1.679204 -0.949214 -1.372381 0.63 1.01 0.12
H 0.135911 -2.215702 4.504834 -0.34 -0.81 0.78
H 3.508233 -3.716194 1.818464 -0.30 0.04 0.39
H -1.876178 1.236602 5.670958 0.74 -0.68 -0.19
H -0.699583 -0.110361 -4.144015 -0.54 -0.44 0.57
H 1.933815 1.407798 -3.627898 -0.21 -1.59 1.94
H 2.346499 5.088612 2.951321 -0.21 -0.37 -0.92
H 2.671400 -4.905712 2.003762 -0.39 -0.75 -0.21
H -0.814021 1.018924 -3.237566 0.74 2.24 0.63
H -3.786511 1.605694 -1.438666 -0.91 0.10 0.54
H 2.147093 -2.886135 -2.853964 0.07 -2.43 -0.35
H 2.938628 -0.679556 -5.443157 0.58 -0.58 -0.10
H -0.470187 -3.433789 1.264328 -0.21 -0.85 -0.51
H -0.790517 -6.234401 2.395149 0.33 -0.37 0.24
H -0.611616 4.866768 1.706348 0.96 0.97 -0.12
H 2.472271 1.009790 -2.164956 -1.35 0.12 -1.55
H 0.808639 -0.264466 4.882647 -1.93 -1.99 -0.25
H -2.183509 -2.234355 -4.052657 0.60 -0.42 1.40
H 0.262941 -1.334602 3.369406 -1.41 -0.25 -0.21
H -1.576491 6.688216 -0.838771 0.23 -0.81 -0.74
H -1.886757 -5.389075 1.814914 0.88 -0.38 2.34
H -4.671847 -0.831144 -1.092914 0.44 -0.13 -0.38
H -0.459810 -4.614338 0.137759 -0.49 -0.53 0.44
H -1.235322 0.602061 -0.530513 1.90 1.36 -0.39
H 2.114950 -0.435488 5.907216 0.19 -1.71 0.66
H -3.144961 -0.482337 -5.286147 0.17 0.63 -1.25
H -5.271338 -2.736729 1.614993 -0.02 -0.08 -0.03
H 2.717557 -1.996888 -4.715923 1.80 0.81 -1.44
H -0.246993 -6.401845 -0.366549 2.98 -0.59 0.50
H 1.051472 -4.899295 -2.247571 -1.05 -0.15 -0.16
H -3.057690 0.869723 -5.941347 0.18 -1.34 -0.58
H -0.816580 2.015398 -5.925218 1.58 -0.76 -1.26
H 5.306411 1.526699 2.801238 0.39 -0.61 0.71
H -2.682574 4.667509 3.493420 0.04 -0.22 0.40
H -2.627582 -1.179985 1.984426 -0.92 -2.00 0.34
H -5.610592 -3.246875 0.196753 -1.17 0.43 2.32
H -1.579357 5.181501 -1.253074 -0.39 -0.10 0.18
H -3.629063 3.612880 4.274936 0.54 1.26 -1.62
H 0.778043 3.782265 4.569488 0.58 0.15 0.60
H -1.954854 2.407665 4.594912 0.46 -0.68 0.84
H 0.215158 -5.720597 -3.242508 -0.12 0.18 0.51
H -1.118258 0.187631 3.384821 -0.05 2.02 -0.27
H 0.772902 2.228102 4.325692 0.88 -1.16 0.63
H -4.819563 0.842590 3.376382 -0.64 0.42 -0.57
H -2.140983 3.859891 0.503630 1.01 -0.73 -0.45
H 2.617628 4.576540 1.525102 1.23 -0.08 -0.85
H -1.853384 -2.245231 -1.870697 0.77 -2.18 -0.33
H 3.036103 -5.818889 -1.104580 0.76 0.97 -0.16
H 5.133889 0.475713 1.342153 0.21 -1.36 0.20
H -3.152563 2.664549 2.171391 -0.62 -0.27 -0.12
H 3.076475 1.320428 2.885741 -0.55 -0.39 0.28
H 1.218620 -2.600671 0.051045 1.41 0.97 -2.22
H 1.794457 -3.900931 -4.031416 0.13 0.19 0.22
H 0.424245 2.774280 -5.791277 0.15 -1.20 -1.26
H 2.302254 1.689950 0.102008 0.75 -1.34 -0.49
H 4.014810 -4.607290 -1.505492 -0.65 -0.56 0.12
H 1.157495 -0.430820 0.990345 0.18 0.63 0.29
H 0.143904 3.507464 2.139645 -1.64 1.49 -0.28
H -0.003251 0.233669 1.865317 -0.28 2.48 0.44
H 2.898386 2.755816 -4.252927 -2.43 3.57 0.07
H -4.625550 -0.691192 3.537287 -1.22 -1.68 -0.39
H -1.442601 1.730911 2.972859 0.21 -0.94 -0.15
H 2.318200 2.959390 0.319664 -1.35 3.65 1.64
H -6.125706 -0.743826 -0.584064 1.84 0.42 -3.28
H 5.724372 0.433047 -2.653070 -0.35 0.20 -0.23
H -1.810735 -1.856012 -5.282860 1.16 0.16 -1.32
H 2.071653 0.337745 3.540399 -0.44 -0.78 2.79
H -1.547705 3.016753 -0.802663 -0.80 0.64 1.49
H 0.923991 3.344882 -1.308470 -1.09 0.70 -0.35
H 4.046047 2.254167 -5.150866 0.13 0.46 -0.75
H 4.298095 -0.455261 0.314931 -0.12 -2.49 0.12

***

For each record above, in turn, the calculated F_max values are 3.73; 4.40 eV/Å.
For each record above, in turn, the calculated relative energy (zero: lowest compared OMol25 entry of this formula, charge and spin) values are 850.4; 1080.2 kJ/mol.